<a>
ORCA calculation (ωB97M-V/def2-TZVPD) on a molecular structure, C35H20ClIN6O9SSeTi.

The geometry in XYZ format:
```
75
Properties=species:S:1:pos:R:3
C -0.55 -4.22 -3.50
H -2.67 3.71 2.87
C 1.49 -4.79 -1.71
H 5.04 -1.06 2.76
C -2.12 2.99 -1.73
C -3.80 0.05 -0.55
C -0.16 -5.54 -3.31
Se 2.48 3.31 7.23
C 0.61 1.74 2.94
C 1.81 0.99 2.93
N -0.23 1.64 1.87
H -1.14 3.85 -4.84
H 1.17 -6.84 -2.24
N 1.02 3.47 6.19
H 3.38 2.50 -4.04
C -2.44 -0.14 -0.58
O 2.15 -1.09 -1.88
C -1.55 -0.21 -1.80
H 3.30 -1.25 1.05
C -1.12 3.47 -3.83
Ti 0.39 -0.10 0.50
N 3.29 2.17 6.11
C 1.22 2.70 5.14
O 1.26 1.32 -0.22
H -1.94 2.29 0.98
H -3.17 3.85 -3.40
C -1.35 -0.79 2.81
H -1.35 -3.99 -4.19
H -0.92 -7.55 -3.46
O 0.95 -1.84 0.11
H -0.24 -2.16 -2.97
H 2.29 -4.98 -1.02
C -2.23 3.48 -3.04
N -1.02 2.48 -1.23
C 2.45 2.46 -3.49
C -2.33 -0.42 1.70
C 0.86 -5.81 -2.40
C -0.91 3.27 4.03
H -1.17 3.88 4.89
C 1.30 2.93 -4.05
H 4.66 0.48 4.72
C 0.10 2.96 -3.32
C 1.27 1.86 -1.43
C -1.34 2.35 1.87
C 3.16 -0.57 1.86
H -0.17 -6.95 -4.93
H -4.12 -0.25 2.83
C 0.09 2.45 -2.00
I 4.24 1.48 -1.23
C -1.74 3.17 2.93
O 3.11 -2.81 -0.45
C 2.47 1.98 5.10
N -1.72 -0.35 0.52
H -4.35 0.20 -1.46
H -1.78 -6.37 -4.47
H -2.99 3.01 -1.07
C -0.80 -6.66 -4.08
C 1.08 -3.48 -1.92
C 3.94 0.37 3.92
O -0.18 -0.99 2.33
O -0.31 -0.28 -1.46
H -6.06 0.18 1.66
Cl 1.35 3.55 -5.67
C 2.43 1.95 -2.18
C 0.07 -3.19 -2.81
S 1.92 -2.20 -1.01
O -2.02 -0.24 -2.93
C 4.14 -0.47 2.85
C -4.43 0.04 0.69
O -5.76 0.26 0.75
N 2.04 0.13 1.88
C 2.76 1.11 3.99
C 0.29 2.58 4.05
C -3.68 -0.22 1.84
O -1.74 -0.89 3.96
```

Calculated values
**Total charge**: -1
**HOMO level (spin up / spin down)**: -2.5 / -5.7 eV
**E_LUMO (spin up / spin down)**: 0.060 / 0.062 Ha
**Multiplicity**: 2
**<S²>**: 0.80

<b>
ORCA calculation (ωB97M-V/def2-TZVPD) on a molecular structure, C35H20ClIN6O9SSeTi.

The geometry in XYZ format:
```
75
Properties=species:S:1:pos:R:3
C -0.70 -1.65 -2.53
C -1.38 4.21 -1.36
H -0.94 -4.40 0.91
C 2.39 -2.63 -0.82
H -4.14 0.37 1.43
O 3.39 -3.59 3.90
C -3.56 0.62 2.30
Se 1.74 6.86 -3.68
H 3.27 -4.21 1.37
N 2.79 5.41 -3.51
H -1.39 1.53 5.36
N -0.82 -3.14 -0.68
Ti 0.75 -0.16 -0.41
O -2.72 -1.22 0.27
C -1.23 -4.04 -2.89
C -1.34 -5.45 -0.95
C -2.02 1.26 4.51
C -0.92 -2.97 -2.02
C 3.42 0.66 -1.84
H 5.28 1.10 -2.75
H -1.50 -6.41 -0.48
H -2.90 3.75 5.41
N 0.37 6.08 -2.82
H -3.90 2.57 6.25
C 0.46 2.66 -1.48
H -2.06 1.21 0.04
H -0.64 -0.21 3.80
O -0.44 -0.73 1.01
S -1.82 -1.26 1.39
C 2.11 4.51 -2.87
C -1.59 0.29 3.64
C 2.99 -2.74 2.94
C -2.11 3.23 -0.69
H -1.80 5.18 -1.58
C -3.67 3.00 5.27
H 4.54 3.44 -3.41
C 2.54 -2.33 0.65
C -0.09 3.93 -1.77
C 2.58 -1.43 3.22
H -1.68 -6.15 -2.94
C 3.89 2.76 -2.88
C -2.36 -0.03 2.53
H -4.57 3.50 4.91
C 2.63 3.18 -2.54
H -4.92 2.12 3.02
Cl -1.68 -5.07 -5.39
C -3.22 1.93 4.31
C -1.51 2.01 -0.45
C 2.18 -0.64 2.18
C -1.06 -2.53 -4.77
N -0.27 1.72 -0.81
N 2.18 -1.09 0.93
C 4.30 1.47 -2.51
C 1.64 0.77 2.28
C -3.99 1.60 3.20
C -1.02 -4.32 -0.17
C 1.76 2.30 -1.84
C 0.75 4.89 -2.48
C -1.44 -5.31 -2.30
O -0.46 -0.63 -1.74
C -1.29 -3.78 -4.28
I -0.38 0.41 -4.70
O -1.68 -2.49 2.12
H 3.70 -0.34 -1.56
H -3.12 3.40 -0.36
H -1.10 -2.35 -5.84
O 1.82 -1.65 -1.44
C -0.76 -1.47 -3.89
H 3.31 -3.16 4.76
O 2.79 -3.67 -1.30
O 1.33 1.24 1.13
O 1.57 1.30 3.38
H 2.56 -1.03 4.23
N 2.17 1.02 -1.50
C 2.98 -3.20 1.62
```

Calculated values
**Total charge**: -1
**HOMO level (spin up / spin down)**: -3.0 / -5.5 eV
**E_LUMO (spin up / spin down)**: 0.059 / 0.065 Ha
**Multiplicity**: 2
**<S²>**: 0.77

Stability ranking, top entry: <b>; the second entry is 0.761 eV less favorable.